DFT (wB97M-V/def2-TZVPD) results for C11H15P in the gas phase.

The value obtained for the HOMO energy is -7.578 eV. The calculation puts the total energy at -20935.265 eV. For the energy above the lowest of the compared OMol25 structures with the same formula, charge and spin, the calculation gives 1.286 eV. The calculation puts the gap between HOMO and LUMO at 8.49 eV. The structure (SMILES) is CC1=C/C=C\C=C(C)/C=P(/C)=C\1.

Geometry as ORCA input:
```
! wB97M-V def2-TZVPD RIJCOSX def2/J DEFGRID3
* xyz 0 1
C 1.0487 1.3794 -1.5245
C 1.9382 0.3729 -1.3121
C 0.4635 1.9478 -0.2644
C -1.5947 -0.5546 -0.6218
C 2.0463 -0.1829 0.0903
C -1.7932 0.6524 -0.1509
C -0.6700 1.5715 0.2848
C 1.0158 -0.8992 0.5203
C 3.1309 0.3366 1.0729
C -3.1757 1.1244 -0.1484
C -0.7159 -3.0903 0.2828
P -0.1325 -1.6574 -0.6572
H 0.7235 1.6260 -2.5126
H 2.3500 -0.1527 -2.0625
H 1.1587 2.6443 0.2332
H -2.4645 -1.1417 -0.9528
H -1.0235 2.0064 1.2925
H 0.9970 -1.3622 1.4181
H 3.2797 -0.3944 1.8388
H 2.7670 1.2329 1.6202
H 4.0314 0.7276 0.5848
H -3.6837 1.0719 -1.1110
H -3.2692 2.2446 0.0836
H -3.7540 0.4978 0.4949
H -0.5964 -4.0155 -0.2949
H -1.7580 -2.9431 0.5169
H -0.3195 -3.0424 1.2791
*
```


DFT (wB97M-V/def2-TZVPD) results for 2 unconnected molecules or ions with the total composition C2H8S3.

The value obtained for the HOMO energy is -7.914 eV. The calculation puts the total energy at -34708.545 eV. For the energy above the lowest of the compared OMol25 structures with the same formula, charge and spin, the calculation gives 0.853 eV. The calculation puts the gap between HOMO and LUMO at 8.42 eV. The structure (SMILES) is CSS.CS.

Geometry as ORCA input:
```
! wB97M-V def2-TZVPD RIJCOSX def2/J DEFGRID3
* xyz 0 1
C -3.2674 -0.4193 0.8847
S -2.1257 0.7553 0.1197
H -2.7720 -1.3703 1.0625
H -3.6961 -0.0180 1.7956
H -4.0713 -0.6698 0.1912
H -1.5501 -0.0709 -0.7519
C 1.7266 -0.8489 1.3786
S 1.1494 0.5012 0.2570
S 1.9040 -0.3032 -1.5548
H 0.9268 -1.5854 1.2995
H 1.5468 -0.4452 2.3566
H 2.7234 -1.1253 1.0707
H 1.9601 -1.5274 -1.0162
*
```


DFT (wB97M-V/def2-TZVPD) results for a molecular structure, C34H43BrClN5NaO9PS.

The value obtained for the HOMO energy is -1.962 eV. The calculation puts the total energy at -168948.984 eV. For the energy above the lowest of the compared OMol25 structures with the same formula, charge and spin, the calculation gives 0.000 eV. The calculation puts the gap between HOMO and LUMO at 5.14 eV.

Geometry as ORCA input:
```
! wB97M-V def2-TZVPD RIJCOSX def2/J DEFGRID3
* xyz -2 1
Na -0.8325 0.2916 -0.9933
O -6.0021 3.0419 -2.6700
C -6.3998 2.3047 -1.7112
O -7.5599 2.1617 -1.3291
C -5.3147 1.5358 -0.9779
C -5.4929 0.6701 0.0762
Cl -6.9249 0.2656 0.9189
N -4.2715 0.2117 0.4715
N -3.3024 0.7540 -0.2769
C -3.8997 1.5387 -1.1500
C -3.0013 2.2646 -2.1160
O -3.5821 3.0046 -3.0115
O -1.7925 2.1512 -2.0167
C -3.8863 -0.6615 1.5287
C -2.6732 -0.4103 2.1561
C -2.2441 -1.2538 3.1691
C -3.0198 -2.3341 3.5619
C -4.2227 -2.5852 2.9149
C -4.6586 -1.7591 1.8902
H -4.6664 3.0086 -2.8865
H -2.0397 0.3983 1.8207
H -1.2784 -1.0672 3.6215
H -2.6770 -2.9950 4.3491
H -4.8217 -3.4446 3.1906
H -5.5729 -1.9800 1.3608
N 6.2411 0.6963 -1.4966
C 6.1293 2.0202 -1.6162
S 7.4399 2.9569 -2.0100
C 4.7629 2.5723 -1.3701
C 4.5608 3.9519 -1.3197
C 3.2925 4.4310 -1.0602
N 2.2294 3.6558 -0.8381
C 2.4214 2.3462 -0.8964
C 3.6558 1.7575 -1.1671
H 7.1502 0.2839 -1.6141
H 5.4873 0.1213 -1.1611
H 5.3876 4.6286 -1.4783
H 3.1171 5.5014 -1.0226
H 1.6009 1.6586 -0.7194
H 3.6345 0.6747 -1.2316
C 0.0833 -0.9048 -3.9589
C -1.3085 -1.4734 -3.5947
C -1.2713 -3.0049 -3.8225
C -2.3393 -0.8678 -4.5721
O -1.6346 -1.1896 -2.3055
H 0.4099 -1.1786 -4.9710
H 0.8210 -1.2643 -3.2358
H 0.0530 0.1882 -3.8981
H -1.0959 -3.2824 -4.8704
H -2.2258 -3.4275 -3.4980
H -0.4788 -3.4442 -3.2083
H -2.0818 -1.0377 -5.6261
H -2.4063 0.2087 -4.3981
H -3.3236 -1.3025 -4.3768
Br -1.5690 6.6115 4.0656
C -1.5743 5.1035 2.9062
C -2.7081 4.3211 2.8043
C -2.6485 3.2303 1.9453
N -1.5768 2.9074 1.2333
C -0.5041 3.6820 1.3429
C -0.4467 4.7991 2.1699
H -3.6067 4.5445 3.3611
H -3.5164 2.5878 1.8261
H 0.3531 3.4183 0.7361
H 0.4492 5.4007 2.2251
C 1.4733 -3.9208 -0.5154
C 0.6287 -3.4474 0.6612
C 0.5832 -4.5103 1.7515
C -0.7786 -3.0933 0.2055
O 1.2897 -2.3297 1.3134
P 1.3551 -0.8189 0.7223
O 1.8752 -0.8147 -0.6812
O 0.0884 -0.0840 0.9970
O 2.4559 -0.2106 1.7486
C 3.7390 -0.7638 2.0579
C 3.6061 -1.5497 3.3604
C 4.6512 0.4403 2.2579
C 4.2948 -1.6758 0.9681
H 0.9900 -4.7810 -0.9850
H 2.4704 -4.2225 -0.1812
H 1.5723 -3.1227 -1.2499
H 0.1529 -5.4342 1.3594
H -0.0318 -4.1631 2.5838
H 1.5903 -4.7199 2.1214
H -1.3020 -4.0147 -0.0669
H -0.8090 -2.4397 -0.6739
H -1.3282 -2.6148 1.0170
H 3.2203 -0.8959 4.1446
H 4.5761 -1.9441 3.6749
H 2.9079 -2.3745 3.2212
H 4.2267 1.0992 3.0169
H 4.7414 1.0116 1.3323
H 5.6471 0.1250 2.5785
H 3.6825 -2.5682 0.8546
H 5.3113 -1.9732 1.2384
H 4.2935 -1.1828 -0.0028
*
```


DFT (wB97M-V/def2-TZVPD) results for a molecular structure, C10H9Br2NOZn.

The value obtained for the HOMO energy is -7.600 eV. The calculation puts the total energy at -202553.434 eV. The calculation puts the gap between HOMO and LUMO at 6.66 eV.

Geometry as ORCA input:
```
! wB97M-V def2-TZVPD RIJCOSX def2/J DEFGRID3
* xyz 0 1
Zn 1.6619 -1.0751 -0.1093
C 2.9891 -2.6440 -0.8959
H 2.2954 -2.8384 -1.7131
H 3.8531 -2.1654 -1.3464
H 3.2841 -3.6350 -0.5321
H 3.2331 -2.2674 0.7330
H 2.6838 -1.6699 1.1426
Br 0.6291 2.5276 -3.4594
C -0.2943 2.0360 -1.9098
C -1.4395 2.6787 -1.4573
C -2.1369 2.2984 -0.3129
Br -3.6604 3.2963 0.2489
C -1.7332 1.1713 0.4598
C -2.3313 0.6554 1.6333
C -1.8061 -0.4374 2.2941
C -0.6348 -1.0357 1.8021
N -0.0465 -0.5440 0.6991
C -0.5668 0.5012 0.0059
C 0.1916 0.9346 -1.1633
O 1.2927 0.3346 -1.4911
H -1.8020 3.5169 -2.0286
H -3.2342 1.1518 1.9769
H -2.2721 -0.8796 3.1772
H -0.1556 -1.9107 2.2462
*
```


DFT (wB97M-V/def2-TZVPD) results for 2 unconnected molecules or ions with the total composition C3H13NSi2.

The value obtained for the HOMO energy is -8.328 eV. The calculation puts the total energy at -20563.735 eV. For the energy above the lowest of the compared OMol25 structures with the same formula, charge and spin, the calculation gives 4.408 eV. The calculation puts the gap between HOMO and LUMO at 7.35 eV.

Geometry as ORCA input:
```
! wB97M-V def2-TZVPD RIJCOSX def2/J DEFGRID3
* xyz 0 1
C -0.9127 -0.7645 1.4651
C -0.6500 -1.5513 -0.8518
C -1.6739 2.5036 0.3599
N -0.6575 -0.4441 0.0265
Si -0.5178 1.1968 -0.3914
Si 4.1705 -0.3409 -0.4878
H -0.8849 0.1796 1.9427
H -1.8158 -1.3789 1.7128
H -0.1353 -1.4599 1.7999
H -1.6914 -2.0048 -0.9879
H -0.1298 -1.3455 -1.7581
H -0.0537 -2.4143 -0.2807
H -1.2618 3.1496 1.1341
H -2.0418 3.1982 -0.4086
H -2.6548 2.1479 0.8837
H 0.9261 1.6126 0.1612
H -0.5867 1.1342 -1.8707
H 5.4824 0.0666 -1.0962
H 4.8004 -1.6238 -0.0578
*
```


DFT (wB97M-V/def2-TZVPD) results for 2 unconnected molecules or ions with the total composition C6H12N3.

The value obtained for the HOMO energy (spin up / spin down) is -12.664 / -12.664 eV. The calculation puts the total energy at -10874.996 eV. For the energy above the lowest of the compared OMol25 structures with the same formula, charge and spin, the calculation gives 6.321 eV. The calculation puts the gap between HOMO and LUMO (spin up / spin down) at 7.56 / 7.56 eV.

Geometry as ORCA input:
```
! wB97M-V def2-TZVPD RIJCOSX def2/J DEFGRID3
* xyz 1 1
C 0.9095 0.9974 -1.0324
C 0.2369 0.2288 -0.1502
C 2.3247 -0.0363 0.2931
C 3.6630 -0.4437 1.0120
C -2.4687 0.4615 1.3342
C -2.7778 -0.0968 -0.9421
N 2.2054 0.8339 -0.7847
N 1.1216 -0.4347 0.6376
N -2.0946 -0.3693 0.2966
H 0.6554 1.7821 -1.7759
H 3.8198 -1.4658 0.6693
H 4.6104 0.1540 0.6984
H 3.3671 -0.4296 2.1400
H -2.7537 -0.1861 2.1241
H -1.4795 0.9274 1.8540
H -3.1329 1.3173 1.1271
H -3.9326 -0.2519 -0.8407
H -2.7282 1.0359 -1.3944
H -2.4104 -0.8814 -1.6289
H 2.8524 1.4885 -1.2185
H 0.6742 -1.1301 1.3724
*
```